A | 15
Properties=species:S:1:pos:R:3 method="wB97M-V/def2-TZVPD" total_charge=+1 e_homo_ev=-14.239 homo_lumo_gap_ev=8.2828
C -0.92662 -1.27705 0.50179
C -1.14519 0.17325 0.25150
C -0.35860 0.96205 -0.81214
N 2.05491 -0.04387 -0.74535
O -0.95443 0.93581 1.42832
I 0.28316 2.80562 -0.29189
H 0.09955 -1.51844 0.34880
H -1.24053 -1.44382 1.58146
H -1.54465 -1.93144 -0.09339
H -2.02977 0.36126 -0.34759
H -0.08149 0.78305 -1.91492
H 2.08910 -0.93691 -1.23104
H 2.17093 0.08075 0.29629
H 2.64485 0.70037 -1.11577
H -1.06120 0.34936 2.14393



B | 15
Properties=species:S:1:pos:R:3 method="wB97M-V/def2-TZVPD" total_charge=+1 e_homo_ev="-12.997 / -11.624" homo_lumo_gap_ev="8.7904 / 6.8774"
C 0.13557 -1.73674 0.86618
C -1.01299 1.06869 -0.39016
C 0.67801 -1.06623 -0.26744
N -0.33169 2.22600 -0.07291
O 0.85149 -1.74171 -1.38346
I 2.41680 0.33659 0.07414
H 0.95972 -2.29166 1.23369
H -0.66827 -2.48256 0.65093
H -0.38853 -0.97674 1.37206
H -1.55476 1.10755 -1.28735
H -1.39463 0.45748 0.45351
H -0.81377 2.98715 0.52159
H 0.10358 2.68663 -0.90258
H 0.53928 2.04530 0.51080
H 0.48018 -2.61974 -1.37900



If we sort the structures by their calculated energies, the order from most to least stable is A, B.



A | 13
Properties=species:S:1:pos:R:3 method="wB97M-V/def2-TZVPD" total_charge=-1 e_homo_ev=-2.143 homo_lumo_gap_ev=6.0122
C -1.02442 -0.83304 1.23170
N 0.41267 -0.69240 0.74843
C 0.62417 -0.34268 -0.67922
C 0.44822 1.14651 -0.91679
S 1.13931 1.65000 -2.46818
H -1.72772 -0.65631 0.32663
H -1.33147 -0.15816 2.11944
H -1.12862 -1.86381 1.75331
H 0.81082 0.00865 1.30892
H 1.71448 -0.54128 -0.82854
H 0.15880 -0.94684 -1.44675
H 0.64709 1.99165 -0.27109
H -0.74333 1.23771 -0.87787



B | 13
Properties=species:S:1:pos:R:3 method="wB97M-V/def2-TZVPD" total_charge=-1 e_homo_ev=-2.158 homo_lumo_gap_ev=6.4250
N -0.71181 1.97013 -0.40274
C -0.69060 0.51516 -0.55346
C 0.39318 -0.01156 0.32931
C 0.78210 -1.60217 0.23775
S -0.56314 -2.67395 -0.08266
H -1.43591 2.18657 0.30249
H 0.20723 2.24623 -0.04998
H -0.51239 0.41013 -1.69651
H -1.62086 0.08671 -0.20941
H 0.00684 -0.02508 1.46379
H 1.40066 0.49857 0.16137
H 1.51281 -1.81354 -0.65904
H 1.23189 -1.78721 1.15911



If we sort the structures by their calculated energies, the order from most to least stable is B, A.



A | 19
Properties=species:S:1:pos:R:3 method="wB97M-V/def2-TZVPD" multiplicity=2 total_charge=+1 s_squared=0.754 e_homo_ev="-15.391 / -15.384" homo_lumo_gap_ev="12.2850 / 7.6966"
C -1.58942 0.74000 1.12820
C -0.69782 1.05619 -0.15890
N 0.45312 0.18887 -0.20980
C 0.77359 -0.33985 -1.55604
C 1.60185 0.61387 0.55837
H -2.33973 0.00765 0.85190
H -0.95043 0.34484 1.90199
H -2.02193 1.71162 1.36887
H -0.41893 2.10332 -0.00939
H -1.21426 0.86857 -1.09302
H 1.06780 0.56024 -2.12260
H -0.08118 -0.89376 -1.92112
H 1.75670 -0.83158 -1.54356
H 2.49958 1.07854 0.15255
H 1.40865 1.06164 1.53960
H 1.98331 -0.38440 0.88159
H -0.40822 -2.04886 0.28980
H -0.62750 -3.20631 -0.30517
O -1.19517 -2.63057 0.24673



B | 19
Properties=species:S:1:pos:R:3 method="wB97M-V/def2-TZVPD" multiplicity=2 total_charge=+1 s_squared=0.754 e_homo_ev="-12.961 / -12.960" homo_lumo_gap_ev="10.0005 / 3.7864"
C -0.56534 0.25839 2.35989
C 0.19937 0.26664 1.07357
N -1.34600 -3.45581 -1.18270
H -1.32068 1.04143 2.32318
H 0.07243 0.56429 3.19555
H -1.00965 -0.69402 2.61651
H 1.05875 -0.41670 1.01956
H -0.50191 -0.09673 0.26810
H -0.66213 -3.19169 -1.88321
H -1.35292 -4.46801 -1.08573
H -1.03087 -3.09585 -0.28607
C 1.32582 1.68546 -0.48851
O 0.52009 1.53315 0.64720
C 0.37979 1.63865 -1.71187
H 1.78746 2.66270 -0.43276
H 2.08816 0.90405 -0.49928
H 0.82555 2.02696 -2.62730
H 0.02915 0.61621 -1.86931
H -0.49706 2.22088 -1.43683



If we sort the structures by their calculated energies, the order from most to least stable is A, B.



A | 15
Properties=species:S:1:pos:R:3 method="wB97M-V/def2-TZVPD" e_homo_ev=-9.369 homo_lumo_gap_ev=10.0926
N 0.78833 -0.49636 -1.56996
C 0.25804 0.38681 -0.80637
N -0.89410 0.09684 -0.13484
N 0.78873 1.74748 -0.86793
H 1.66919 -0.16019 -1.92776
H -1.26046 -0.83243 -0.27792
H -1.51338 0.86519 0.05477
H 1.78909 1.89468 -0.81899
H 0.55051 2.04916 -1.80818
O -0.58459 1.27285 3.75684
H -0.77802 0.46788 3.27212
H 0.28699 1.28629 4.12581
O -0.66562 -2.76001 -0.79604
H -0.13895 -2.18283 -1.38170
H -0.29577 -3.63534 -0.81986



B | 15
Properties=species:S:1:pos:R:3 method="wB97M-V/def2-TZVPD" e_homo_ev=-8.875 homo_lumo_gap_ev=9.5753
N 0.29802 -0.09078 -0.58081
C 1.18678 0.77345 -0.22567
N 1.78801 0.79667 1.01087
N 1.58141 1.76842 -1.07076
H -0.36267 -0.19119 0.18628
H 1.56635 0.12494 1.72027
H 2.63338 1.33592 1.03788
H 2.33149 2.39934 -0.87057
H 0.84101 2.21163 -1.58588
O -1.79723 -1.67903 1.66673
H -2.66794 -1.29578 1.81679
H -1.79565 -1.72696 0.68425
O -2.14076 -1.28065 -1.11625
H -2.22120 -2.20335 -1.37754
H -1.24099 -0.94264 -1.29557



C | 15
Properties=species:S:1:pos:R:3 method="wB97M-V/def2-TZVPD" e_homo_ev=-8.784 homo_lumo_gap_ev=9.5176
N -1.91472 0.63555 -0.16145
C -0.81174 0.69320 -0.83787
N 0.21011 -0.21195 -0.81410
N -0.63469 1.75345 -1.79154
H -2.68349 0.90814 -0.75502
H 0.37390 -0.74226 0.01860
H 0.52023 -0.37791 -1.74665
H -0.94873 1.48123 -2.72393
H -1.27740 2.51190 -1.61407
O 2.94615 -2.14672 0.80964
H 3.51332 -1.45215 0.50854
H 2.75153 -2.03229 1.73407
O -0.38147 -0.30697 2.17859
H -0.97487 0.28626 1.67862
H -0.78479 -0.30414 3.03911



If we sort the structures by their calculated energies, the order from most to least stable is B, A, C.



A | 15
Properties=species:S:1:pos:R:3 method="wB97M-V/def2-TZVPD" e_homo_ev=-9.052 homo_lumo_gap_ev=9.6991
N -1.69141 -0.66936 -0.31026
C -0.88609 -0.39250 -1.24102
N -0.02996 0.69884 -1.34480
N -0.88165 -1.16929 -2.36899
H -1.81762 -0.09076 0.50352
H 0.13691 0.99278 -2.29119
H 0.63129 1.09563 -0.70672
H -0.14946 -1.12788 -3.05376
H -1.55460 -1.91208 -2.45193
O 2.81496 -0.16441 1.71002
H 2.06683 -0.76942 1.71636
H 2.81550 0.28981 2.56143
O -0.17390 1.13715 2.66374
H -0.50723 0.29413 2.33150
H -0.77359 1.78734 2.28210



B | 15
Properties=species:S:1:pos:R:3 method="wB97M-V/def2-TZVPD" e_homo_ev=-9.257 homo_lumo_gap_ev=9.9405
N -0.15136 0.78247 -0.45535
C 1.11391 0.68068 -0.19892
N 1.63144 0.22269 1.00023
N 1.99161 1.14464 -1.11680
H -0.70394 0.56769 0.36744
H 1.00483 0.64299 1.67843
H 2.58506 0.31405 1.31584
H 2.97411 1.24048 -0.92840
H 1.62954 1.62483 -1.91000
O -1.79633 -1.17212 1.86677
H -2.68220 -1.39130 2.21788
H -2.01119 -0.83395 0.98872
O -2.03714 -1.21332 -1.30170
H -1.48702 -0.51792 -0.88755
H -1.82566 -1.03026 -2.22741



If we sort the structures by their calculated energies, the order from most to least stable is B, A.



A | 30
Properties=species:S:1:pos:R:3 method="wB97M-V/def2-TZVPD" e_homo_ev=-9.065 homo_lumo_gap_ev=9.4467
C 1.87815 -0.17635 0.43317
C 1.01791 1.08214 0.42811
C -0.36654 1.03517 -0.23811
C -0.99445 -0.33106 0.04703
O -1.34164 -0.65377 1.14819
N -1.19652 2.04776 0.40388
C -2.64743 2.03010 0.33735
H 2.92361 0.09715 0.25888
H 1.64044 -0.86645 -0.37935
H 1.92415 -0.72987 1.36885
H 1.57019 1.95200 0.05953
H 0.84387 1.41009 1.45676
H -0.36125 1.16355 -1.32913
H -1.02022 -0.96318 -0.85337
H -0.87829 2.97706 0.19930
H -3.02118 1.22850 0.97602
H -3.17931 1.87402 -0.61466
H -3.00373 2.99910 0.67938
O 2.36999 0.37868 -3.32517
H 1.97291 0.60858 -2.47160
H 2.01226 -0.52240 -3.39549
O 0.07768 -0.71412 3.47352
H -0.07074 -0.44706 4.36976
H -0.21753 -0.08258 2.81470
O 0.13074 -3.42334 0.63659
H -0.68316 -3.93038 0.54861
H -0.00737 -2.80300 1.34962
O 0.26562 -1.35935 -2.88579
H 0.48830 -1.82954 -2.05722
H -0.12645 -2.05143 -3.43934



B | 30
Properties=species:S:1:pos:R:3 method="wB97M-V/def2-TZVPD" e_homo_ev=-10.463 homo_lumo_gap_ev=10.9189
C -2.86415 0.09878 0.28860
C -1.42540 0.53861 0.26064
C -0.68701 -0.10697 -0.92468
C 0.81068 -0.18554 -0.42972
O 1.12314 -1.24187 0.13176
N 1.57008 0.94181 -0.40817
C 1.24144 2.18930 -1.11965
H -3.27226 -0.22813 1.28557
H -3.24757 -0.62829 -0.43753
H -3.50276 0.92734 0.06774
H -1.33827 1.64766 0.44428
H -0.91280 0.22022 1.17493
H -0.78681 0.27684 -1.97461
H -0.87807 -1.17747 -1.02505
H 2.29651 0.92576 0.31239
H 0.23042 2.57897 -0.82316
H 1.30954 2.10500 -2.19072
H 1.91196 2.96795 -0.70926
O 1.90043 -0.61098 -3.16648
H 2.34960 -0.42040 -2.34152
H 1.79561 -1.54585 -3.21904
O 0.48530 -1.20035 3.09043
H -0.25522 -1.68250 2.71671
H 1.13323 -1.35716 2.38450
O -0.86385 2.11185 3.32227
H -0.05003 1.85594 3.75356
H -1.10301 1.28781 2.88609
O 1.28306 -3.70544 -1.03504
H 1.08376 -2.87758 -0.56077
H 0.66246 -3.70529 -1.75407



If we sort the structures by their calculated energies, the order from most to least stable is B, A.